A 2-piece molecular cluster, C4H13BN2 overall, computed with ωB97M-V with the def2-TZVPD basis set.

```
20
Properties=species:S:1:pos:R:3:forces:R:3
B 0.20041 0.09532 -1.00863 0.25 -0.38 1.73
C 0.54563 0.71450 -2.35083 -0.03 2.22 0.16
C 2.36440 0.41506 2.21480 1.62 1.84 2.48
C -2.04805 -0.74288 -1.47869 -1.12 0.08 0.57
C -1.32042 -0.43079 0.83636 -3.63 1.36 2.77
N 1.25135 -0.42724 2.13197 -0.73 1.12 1.20
N -0.91981 -0.54208 -0.51992 -0.44 -0.23 -1.18
H 1.60643 1.12263 -2.39538 -1.62 -0.17 -0.15
H -0.30899 1.48899 -2.55447 1.79 -0.87 0.26
H 0.41469 -0.01573 -3.09409 0.02 -1.10 -1.39
H 2.84913 0.45084 1.29322 1.22 0.03 -1.70
H 2.17159 1.53613 2.45633 -0.11 -2.04 0.09
H 3.19112 0.00746 2.97266 -1.64 0.74 -1.18
H -3.08435 -1.03671 -0.97365 2.41 0.79 -0.93
H -2.11958 0.19626 -2.05904 -0.63 -0.39 0.27
H -1.78295 -1.51153 -2.19959 -0.08 -0.25 0.06
H -0.49703 -0.26154 1.60289 -1.16 -0.36 -1.42
H -2.08036 0.50903 0.88999 1.70 -1.59 0.10
H -2.08379 -1.23991 1.21101 1.78 0.80 -0.90
H 1.55779 -1.23358 1.66142 0.39 -1.61 -0.84
```
Positions in Å, forces in eV/Å.

Properties
**Energy above the lowest of the compared OMol25 structures with the same formula, charge and spin**: 539.5 kJ/mol
**DFT total energy**: -294.3789 hartree
**Lowest unoccupied orbital energy (spin up / spin down)**: 0.01108 / -0.00566 Ha